Entry 1:
DFT (ωB97M-V/def2-TZVPD) results for 12 unconnected molecules or ions with the total composition C40H69N5O8.

Last column: Mulliken charge in e.
CARTESIAN COORDINATES (ANGSTROEM)
1 C -2.220 -11.643 22.650  0.704
2 C -3.231 -12.621 22.498  0.422
3 C -3.205 -13.425 23.604  -0.975
4 N -2.227 -12.966 24.444  1.401
5 C -1.605 -11.898 23.847  -1.320
6 H -1.849 -10.936 21.926  -0.558
7 H -3.811 -12.834 21.613  0.155
8 H -3.729 -14.358 23.743  0.186
9 H -1.983 -13.348 25.345  -0.368
10 H -0.810 -11.406 24.384  0.391
11 C -5.276 -14.313 26.738  1.318
12 C -6.329 -13.977 27.606  -1.477
13 C -5.991 -14.435 28.862  -0.960
14 N -4.736 -14.979 28.816  0.272
15 C -4.282 -14.856 27.530  -0.947
16 H -5.190 -14.158 25.675  0.701
17 H -7.280 -13.551 27.337  0.470
18 H -6.572 -14.335 29.765  0.375
19 H -4.214 -15.368 29.577  0.215
20 H -3.328 -15.294 27.290  -0.067
21 C 0.207 -10.834 17.922  -0.647
22 C -0.908 -11.705 18.057  -0.901
23 C -1.502 -11.433 19.258  0.120
24 N -0.803 -10.421 19.865  0.200
25 C 0.222 -10.039 19.043  -0.523
26 H 0.844 -10.739 17.060  0.416
27 H -1.312 -12.431 17.371  0.402
28 H -2.368 -11.804 19.782  0.314
29 H -1.054 -9.951 20.712  0.180
30 H 0.853 -9.206 19.306  0.465
31 C -5.918 -15.693 22.370  0.208
32 C -5.929 -16.509 23.526  -0.108
33 C -5.670 -17.804 23.160  -1.007
34 N -5.461 -17.803 21.798  0.166
35 C -5.628 -16.526 21.324  -1.502
36 H -6.092 -14.629 22.361  0.657
37 H -6.295 -16.265 24.514  0.582
38 H -5.543 -18.714 23.721  0.436
39 H -5.198 -18.585 21.231  0.206
40 H -5.551 -16.396 20.255  0.424
41 C -2.479 -11.987 28.206  -0.636
42 N -3.895 -11.653 28.341  0.050
43 C -4.393 -10.422 28.479  0.690
44 C -5.887 -10.279 28.619  -0.941
45 O -3.690 -9.419 28.394  -0.622
46 H -2.331 -11.900 27.129  -0.205
47 H -2.389 -13.028 28.509  0.312
48 H -1.769 -11.422 28.801  0.402
49 H -4.481 -12.472 28.378  0.337
50 H -6.361 -11.263 28.659  0.157
51 H -6.263 -9.692 27.786  0.222
52 H -6.100 -9.789 29.567  0.382
53 C -2.665 -16.909 25.193  1.023
54 C -1.446 -17.785 25.173  0.198
55 C -0.758 -17.999 23.849  -0.639
56 O -1.050 -18.321 26.181  -0.620
57 H -3.095 -16.931 24.189  -0.316
58 H -2.432 -15.879 25.465  -0.793
59 H -3.409 -17.278 25.896  0.435
60 H -1.123 -17.252 23.146  -0.164
61 H -1.041 -18.978 23.453  0.362
62 H 0.325 -17.993 23.942  0.348
63 C 0.799 -8.758 23.277  -0.818
64 C 1.511 -8.166 22.109  0.621
65 C 2.921 -8.637 21.793  -1.261
66 O 0.995 -7.322 21.415  -0.554
67 H -0.190 -8.302 23.363  0.359
68 H 1.314 -8.600 24.225  0.499
69 H 0.588 -9.823 23.145  0.126
70 H 2.966 -9.719 21.690  0.322
71 H 3.593 -8.193 22.533  0.416
72 H 3.250 -8.161 20.869  0.344
73 C -5.511 -11.467 19.877  -0.083
74 C -5.546 -9.984 19.629  0.678
75 C -5.589 -9.094 20.829  -0.761
76 O -5.509 -9.533 18.507  -0.593
77 H -5.409 -11.998 18.933  0.395
78 H -6.341 -11.865 20.462  0.293
79 H -4.639 -11.702 20.498  -0.578
80 H -4.741 -9.374 21.470  0.000
81 H -6.479 -9.201 21.448  0.244
82 H -5.426 -8.042 20.604  0.389
83 C -1.198 -17.878 20.276  -1.019
84 C -1.086 -16.375 20.299  0.525
85 C -2.176 -15.564 20.982  0.306
86 O -0.161 -15.824 19.752  -0.565
87 H -0.511 -18.346 20.982  0.216
88 H -0.853 -18.203 19.293  0.390
89 H -2.210 -18.239 20.444  0.224
90 H -2.987 -16.253 21.235  -0.316
91 H -2.691 -14.763 20.459  0.467
92 H -1.739 -15.183 21.907  -0.170
93 C 1.529 -15.221 27.007  -1.540
94 C 0.063 -14.987 27.256  0.882
95 C -0.568 -15.768 28.373  -0.698
96 O -0.550 -14.170 26.604  -0.457
97 H 2.086 -14.917 27.894  0.367
98 H 1.835 -14.626 26.148  0.336
99 H 1.761 -16.259 26.765  0.373
100 H -0.819 -16.777 28.026  0.166
101 H -1.491 -15.279 28.681  -0.034
102 H 0.125 -15.923 29.199  0.475
103 C -5.443 -11.118 24.621  -0.015
104 C -6.718 -11.664 24.006  0.440
105 C -7.812 -12.131 24.929  -0.957
106 O -6.783 -11.771 22.806  -0.496
107 H -5.580 -10.309 25.344  0.610
108 H -4.892 -10.648 23.807  -0.065
109 H -4.820 -11.903 25.048  -0.296
110 H -8.778 -11.688 24.686  0.435
111 H -7.599 -11.713 25.917  0.138
112 H -7.822 -13.219 24.972  0.219
113 C -1.568 -8.888 26.306  -0.103
114 C -1.581 -7.467 26.806  0.665
115 C -0.993 -7.161 28.156  -1.109
116 O -2.112 -6.580 26.182  -0.599
117 H -0.730 -8.975 25.612  0.148
118 H -2.506 -9.207 25.857  0.013
119 H -1.430 -9.594 27.125  0.055
120 H -0.139 -7.795 28.386  0.315
121 H -1.817 -7.294 28.859  0.223
122 H -0.719 -6.108 28.137  0.403

Summary:
* calculated total energy: -66428.2619 eV
* E_LUMO: 0.0025 Eh
* 2S+1: 1
* SMILES: c1cc[nH]c1.c1cc[nH]c1.c1cc[nH]c1.c1cc[nH]c1.CNC(C)=O.CC(C)=O.CC(C)=O.CC(C)=O.CC(C)=O.CC(C)=O.CC(C)=O.CC(C)=O
* frontier orbital gap: 7.88 eV


Entry 2:
DFT (ωB97M-V/def2-TZVPD) results for 10 unconnected molecules or ions with the total composition C40H70N10.

Last column: Mulliken charge in e.
CARTESIAN COORDINATES (ANGSTROEM)
1 C -5.154 4.022 4.091  -1.454
2 C -3.876 3.878 3.273  -0.078
3 C -3.719 2.534 2.579  1.239
4 C -3.624 1.364 3.461  0.013
5 N -3.569 0.439 4.136  -0.554
6 H -5.256 4.969 4.616  0.394
7 H -5.249 3.207 4.812  0.346
8 H -6.000 3.958 3.398  0.360
9 H -3.028 4.118 3.921  -0.045
10 H -3.886 4.671 2.520  0.388
11 H -2.821 2.487 1.959  -0.983
12 H -4.548 2.363 1.888  0.336
13 C 2.305 -4.679 -1.680  -1.038
14 C 2.236 -5.262 -3.096  0.236
15 C 3.254 -6.370 -3.354  -0.390
16 C 3.248 -7.412 -2.323  0.100
17 N 3.259 -8.227 -1.515  -0.442
18 H 2.029 -5.475 -0.983  0.489
19 H 1.657 -3.828 -1.473  -0.058
20 H 3.305 -4.333 -1.408  0.295
21 H 2.447 -4.430 -3.773  -0.019
22 H 1.223 -5.613 -3.298  0.194
23 H 4.249 -5.918 -3.363  0.201
24 H 3.114 -6.827 -4.333  0.368
25 C -2.073 4.379 -0.916  -1.301
26 C -1.042 3.930 0.120  0.855
27 C 0.270 4.718 0.089  -0.156
28 C 1.036 4.553 -1.144  0.090
29 N 1.654 4.386 -2.093  -0.473
30 H -2.378 5.425 -0.877  0.376
31 H -2.944 3.727 -0.808  0.164
32 H -1.729 4.236 -1.945  0.413
33 H -0.791 2.875 -0.009  -0.224
34 H -1.530 3.982 1.092  -0.217
35 H 0.861 4.339 0.927  -0.057
36 H 0.055 5.764 0.312  0.467
37 C -0.567 3.828 6.235  -0.274
38 C 0.710 4.458 5.709  -0.539
39 C 1.499 3.598 4.719  -0.523
40 C 0.673 2.984 3.666  0.097
41 N 0.011 2.542 2.836  -0.198
42 H -0.940 4.477 7.032  0.437
43 H -0.342 2.869 6.701  -0.057
44 H -1.370 3.776 5.504  -0.125
45 H 1.412 4.764 6.486  0.345
46 H 0.458 5.398 5.205  0.294
47 H 2.022 2.791 5.240  0.297
48 H 2.276 4.157 4.195  0.390
49 C -0.530 -0.048 0.586  -0.763
50 C -1.509 -0.604 -0.425  0.185
51 C -0.875 -1.719 -1.269  0.214
52 C 0.406 -1.379 -1.899  0.015
53 N 1.407 -1.117 -2.395  -0.348
54 H 0.449 0.237 0.195  -0.061
55 H -0.277 -0.766 1.375  0.404
56 H -0.954 0.811 1.105  -0.073
57 H -1.699 0.156 -1.195  0.035
58 H -2.476 -0.960 -0.081  0.398
59 H -1.479 -2.092 -2.099  -0.729
60 H -0.669 -2.614 -0.668  0.576
61 C 6.068 -1.418 -2.545  -1.257
62 C 5.296 -0.900 -3.743  0.159
63 C 4.242 -1.870 -4.258  0.304
64 C 4.802 -3.082 -4.860  0.119
65 N 5.227 -4.043 -5.321  -0.556
66 H 6.595 -2.334 -2.845  0.485
67 H 5.484 -1.742 -1.683  0.232
68 H 6.869 -0.748 -2.233  0.357
69 H 5.947 -0.653 -4.584  0.468
70 H 4.807 0.040 -3.496  -0.351
71 H 3.649 -1.428 -5.066  0.395
72 H 3.496 -2.191 -3.527  -0.331
73 C -3.972 -0.705 -3.374  -0.690
74 C -5.113 0.296 -3.154  -0.855
75 C -5.053 0.998 -1.798  0.040
76 C -5.085 0.057 -0.663  0.234
77 N -5.107 -0.691 0.211  -0.583
78 H -3.000 -0.228 -3.252  0.212
79 H -4.061 -1.135 -4.371  0.412
80 H -4.083 -1.528 -2.662  0.159
81 H -6.078 -0.203 -3.214  0.341
82 H -5.026 1.077 -3.909  0.352
83 H -5.957 1.600 -1.673  0.442
84 H -4.176 1.628 -1.636  -0.006
85 C -1.205 -3.073 -4.685  -0.989
86 C -1.700 -4.379 -4.067  -0.285
87 C -3.216 -4.462 -3.817  -0.238
88 C -3.985 -4.129 -5.010  0.169
89 N -4.586 -3.866 -5.946  -0.488
90 H -1.536 -2.181 -4.158  0.064
91 H -1.509 -3.042 -5.731  0.520
92 H -0.114 -3.054 -4.664  0.189
93 H -1.176 -4.603 -3.135  0.159
94 H -1.476 -5.228 -4.719  0.512
95 H -3.491 -3.757 -3.027  0.082
96 H -3.475 -5.459 -3.463  0.406
97 C -0.520 -0.123 7.297  -1.442
98 C -0.219 0.176 5.842  0.702
99 C -0.257 -1.078 4.976  -0.043
100 C 0.521 -2.204 5.500  0.172
101 N 1.139 -3.047 5.969  -0.470
102 H -0.521 0.799 7.881  0.363
103 H 0.139 -0.881 7.720  0.373
104 H -1.523 -0.541 7.437  0.314
105 H 0.770 0.645 5.747  -0.031
106 H -0.864 0.959 5.443  -0.096
107 H -0.068 -0.886 3.920  -0.165
108 H -1.298 -1.428 4.973  0.332
109 C 4.833 1.980 -1.895  -1.670
110 C 3.836 1.091 -1.155  0.458
111 C 4.033 1.218 0.353  -0.291
112 C 5.337 0.766 0.848  0.115
113 N 6.372 0.420 1.205  -0.491
114 H 4.751 3.013 -1.556  0.429
115 H 4.698 1.976 -2.978  0.510
116 H 5.874 1.656 -1.805  0.336
117 H 3.959 0.034 -1.391  -0.112
118 H 2.823 1.388 -1.421  0.209
119 H 3.276 0.733 0.974  0.183
120 H 3.983 2.276 0.641  0.290

Summary:
* calculated total energy: -57514.4898 eV
* energy above the lowest of the compared OMol25 structures with the same formula, charge and spin: 26.5 kcal/mol
* E_LUMO: -0.0046 Eh
* 2S+1: 1
* SMILES: CCCC#N.CCCC#N.CCCC#N.CCCC#N.CCCC#N.CCCC#N.CCCC#N.CCCC#N.CCCC#N.CCCC#N
* frontier orbital gap: 11.17 eV


Number 1: largest force on an atom 0.0290 hartree/bohr. Number 2: largest force on an atom 0.0397 hartree/bohr.